Version A
Entry from the OMol25 dataset: the ion C3H8NO2 with charge -1 (the ωB97M-V functional and the def2-TZVPD basis).

SMILES: [O-]CNCCO
Total charge: -1
Highest occupied orbital energy in hartree: -0.0930
E_LUMO in eV: 3.748
Orbital gap in eV: 6.279

Element x y z (Å)
O (0.45819, 0.91528, -1.69721)
O (-2.21257, -0.34714, 1.21950)
N (1.43342, -0.27988, 0.16715)
C (-0.96872, 0.33068, 0.79432)
C (1.38363, 0.04029, -1.34215)
C (0.11706, -0.71627, 0.62684)
H (1.56560, 0.68193, 0.48377)
H (-0.68882, 1.12019, 1.48789)
H (-1.25631, 0.70664, -0.18077)
H (1.24829, -0.97328, -1.79639)
H (-2.48930, 0.06179, 2.04904)
H (2.41047, 0.42475, -1.54870)
H (-0.22705, -1.57553, 0.05531)
H (0.28120, -1.08118, 1.65957)

---

Version B
Entry from the OMol25 dataset: a cluster of 2 separate species, C3H8NO2 in total (the ωB97M-V functional and the def2-TZVPD basis).

Total charge: -1
Highest occupied orbital energy in hartree: -0.1137
E_LUMO in eV: 4.309
Orbital gap in eV: 7.402

Element x y z (Å)
O (-0.04443, -1.12693, 2.71084)
O (-0.36004, 1.22770, -1.06906)
N (0.01610, -1.05037, -1.20439)
C (-0.21446, -0.08048, 2.01260)
C (0.85187, 0.66834, 1.34838)
C (-0.45123, 0.20010, -1.90646)
H (-0.55284, -1.10670, -0.40763)
H (-1.46735, -0.01602, -2.30418)
H (0.17739, 0.31340, -2.81772)
H (-0.05917, -1.87917, -1.71210)
H (-1.25203, 0.41328, 1.95688)
H (1.01882, 1.73020, 1.66666)
H (1.79470, 0.08105, 1.52457)
H (0.54267, 0.62559, 0.20160)

---

Version C
Entry from the OMol25 dataset: a cluster of 2 separate species, C3H8NO2 in total (the ωB97M-V functional and the def2-TZVPD basis).

Total charge: -1
Highest occupied orbital energy in hartree: -0.1449
E_LUMO in eV: 4.345
Orbital gap in eV: 8.288

Element x y z (Å)
O (0.18985, -0.98682, 2.25150)
O (-1.08279, 0.84229, -0.72166)
N (-0.07591, 1.18964, 1.60765)
C (0.27423, 0.23036, 2.46137)
C (0.42440, -1.03373, -1.26505)
C (-0.56015, 0.03781, -1.74499)
H (0.98726, -1.44438, -2.11064)
H (1.02847, -0.63187, -0.45841)
H (-1.39336, -0.47456, -2.24705)
H (-0.59518, 0.81592, 0.22716)
H (-0.12826, -1.86636, -0.82488)
H (0.61826, 0.58926, 3.45880)
H (-0.05209, 0.66661, -2.49600)
H (0.36528, 2.06582, 1.86221)

---

The least stable of them is version B.

---

Version A
Entry from the OMol25 dataset: a cluster of 2 separate species, C2H5NO in total (the ωB97M-V functional and the def2-TZVPD basis).

SMILES: CN=C=O.[H][H]
Highest occupied orbital energy in hartree: -0.3837
E_LUMO in eV: 0.728
Orbital gap in eV: 11.170

Element x y z (Å)
O (0.96933, 2.51750, 0.33023)
N (0.03650, 0.35103, 0.04039)
C (0.45111, 1.47189, 0.18944)
C (-1.25561, -0.27782, -0.05088)
H (-1.12230, -1.35538, -0.16164)
H (1.91874, -1.30875, -0.09344)
H (-1.80621, 0.09737, -0.91895)
H (-1.84151, -0.08938, 0.85377)
H (2.64996, -1.40647, -0.18892)

---

Version B
Entry from the OMol25 dataset: the molecule C2H5NO (the ωB97M-V functional and the def2-TZVPD basis).

SMILES: C=NOC
Highest occupied orbital energy in hartree: -0.3551
E_LUMO in eV: 1.239
Orbital gap in eV: 10.900

Element x y z (Å)
O (-0.24626, 0.46462, -0.19787)
N (-0.07625, -0.68848, 0.54127)
C (-1.10125, -0.92396, 1.24623)
C (0.88100, 0.76516, -1.02438)
H (-1.98421, -0.29788, 1.21259)
H (-1.03715, -1.77602, 1.89810)
H (1.58926, -0.09144, -0.94853)
H (1.43950, 1.64624, -0.66476)
H (0.53536, 0.90176, -2.06265)

---

Version C
Entry from the OMol25 dataset: the molecule C2H5NO (the ωB97M-V functional and the def2-TZVPD basis).

SMILES: CNC=O
Highest occupied orbital energy in hartree: -0.3620
E_LUMO in eV: 0.896
Orbital gap in eV: 10.746

Element x y z (Å)
O (-1.75539, -0.77869, 0.44583)
N (0.44371, -0.36253, 0.02482)
C (0.26579, 1.05641, -0.20542)
C (-0.61434, -1.16825, 0.29442)
H (-0.32718, -2.23476, 0.37469)
H (1.33681, -0.78835, -0.16523)
H (-0.09852, 1.26244, -1.21906)
H (-0.46760, 1.44146, 0.50584)
H (1.21672, 1.57227, -0.05590)

---

The least stable of them is version B.

---

Version A
Entry from the OMol25 dataset: a cluster of 2 separate species, C2H5NO in total (the ωB97M-V functional and the def2-TZVPD basis).

SMILES: C=N.C=O
Highest occupied orbital energy in hartree: -0.3562
E_LUMO in eV: 0.982
Orbital gap in eV: 10.674

Element x y z (Å)
O (2.36932, -0.58903, -0.74025)
N (-1.37438, 0.95496, 0.12715)
C (-2.43192, 0.30520, 0.36878)
C (1.66742, -0.69419, 0.22439)
H (1.13454, 0.21503, 0.56265)
H (-2.38283, -0.59101, 0.99935)
H (-3.43040, 0.43005, -0.05671)
H (-1.51937, 1.49484, -0.72929)
H (1.31741, -1.61245, 0.74011)

---

Version B
Entry from the OMol25 dataset: the molecule C2H5NO (the ωB97M-V functional and the def2-TZVPD basis).

SMILES: C=NCO
Highest occupied orbital energy in hartree: -0.3623
E_LUMO in eV: 0.847
Orbital gap in eV: 10.704

Element x y z (Å)
O (1.57154, 0.23348, -0.42915)
N (-0.64653, 0.66624, 0.40612)
C (-1.42817, 0.30492, -0.50856)
C (0.54554, -0.17710, 0.42918)
H (0.23193, -1.18242, 0.29337)
H (-2.32551, 0.97236, -0.65754)
H (2.30420, -0.08349, 0.09020)
H (-1.25127, -0.61955, -1.09204)
H (0.99827, -0.11444, 1.46843)

---

The least stable of them is version A.

---

Version A
Entry from the OMol25 dataset: a structure of composition C2H5NO (the ωB97M-V functional and the def2-TZVPD basis).

Highest occupied orbital energy in hartree: -0.3654
E_LUMO in eV: 0.233
Orbital gap in eV: 10.177

Element x y z (Å)
O (-0.48606, 1.75224, -0.06083)
N (-1.30174, -0.37280, -0.28532)
C (-0.29837, 0.54069, -0.11320)
C (1.11484, -0.02880, -0.08803)
H (1.49735, 0.14614, 0.92571)
H (-1.10935, -1.39571, 0.60476)
H (1.68285, 0.60113, -0.81938)
H (-2.30365, -0.13965, 0.25340)
H (1.20413, -1.10325, -0.41710)

---

Version B
Entry from the OMol25 dataset: a cluster of 2 separate species, C2H5NO in total (the ωB97M-V functional and the def2-TZVPD basis).

SMILES: C=N.C=O
Highest occupied orbital energy in hartree: -0.3813
E_LUMO in eV: 0.673
Orbital gap in eV: 11.048

Element x y z (Å)
O (-1.73516, -2.11126, -0.82028)
N (2.10727, 2.15512, 0.34823)
C (1.15882, 1.34015, 0.18420)
C (-1.45294, -1.40896, 0.10942)
H (0.48633, 1.55938, -0.64596)
H (2.59394, 1.99824, 1.22996)
H (-2.07401, -0.58732, 0.49840)
H (0.75955, 0.67422, 0.95362)
H (-0.52230, -1.64468, 0.60840)

---

The least stable of them is version B.

---

Version A
Entry from the OMol25 dataset: a cluster of 2 separate species, C9H14O2 in total (the ωB97M-V functional and the def2-TZVPD basis).

Multiplicity: 2
Total charge: +1
Highest occupied orbital energy (alpha / beta) in hartree: -0.4999 / -0.4999
E_LUMO (alpha / beta) in eV: -3.539 / -7.213
Orbital gap (alpha / beta) in eV: 10.064 / 6.390

Element x y z (Å)
O (1.24993, 2.33994, 0.33247)
O (0.09272, -1.28817, 2.85468)
C (-1.35530, -0.19755, -0.27426)
C (-2.79136, -1.48793, -1.89617)
C (-1.23902, -2.49061, 1.37250)
C (-1.97659, -2.54258, 0.23681)
C (2.64094, 1.91631, 0.10598)
C (-2.05988, -1.39047, -0.60834)
C (-0.53220, -1.29869, 1.70193)
C (3.18858, 2.65661, -1.10458)
C (-0.57167, -0.17507, 0.83723)
H (-2.56789, -3.40113, -0.06120)
H (3.89090, 2.03094, -1.64385)
H (0.05326, 0.70365, 1.02118)
H (2.59144, 0.83945, -0.03504)
H (1.18628, 2.75511, 1.19495)
H (-3.84494, -1.74389, -1.70575)
H (-1.14666, -3.36821, 2.00675)
H (-2.41605, -2.27973, -2.52893)
H (-2.80460, -0.53598, -2.41931)
H (3.76481, 3.51118, -0.76947)
H (0.53082, -0.42294, 2.99850)
H (2.38777, 3.05093, -1.71828)
H (-1.46204, 0.66954, -0.90990)
H (3.19075, 2.14927, 1.01209)

---

Version B
Entry from the OMol25 dataset: a cluster of 2 separate species, C9H14O2 in total (the ωB97M-V functional and the def2-TZVPD basis).

Multiplicity: 2
Total charge: +1
Highest occupied orbital energy (alpha / beta) in hartree: -0.4875 / -0.4861
E_LUMO (alpha / beta) in eV: -3.961 / -7.871
Orbital gap (alpha / beta) in eV: 9.304 / 5.357

Element x y z (Å)
O (-1.69553, 2.77741, 0.57341)
O (-0.03626, 1.28748, -3.46653)
C (-1.66955, 0.53180, 1.53977)
C (1.35765, -1.88494, 1.19033)
C (-0.99808, 1.66839, 0.95491)
C (0.41993, -0.63303, 1.04358)
C (1.16667, -2.61562, -0.08794)
C (0.32132, 1.67425, 0.46917)
C (1.07023, 0.50568, 0.55360)
C (-0.88044, -0.60520, 1.58293)
C (-0.51832, 0.64306, -2.30833)
H (-2.70039, 0.66599, 1.79496)
H (-1.59742, 0.44804, -2.31494)
H (0.65589, 2.49922, -0.19567)
H (-1.28694, -1.52486, 2.02983)
H (2.05162, -3.32247, -0.22709)
H (-0.06494, -0.33344, -2.15674)
H (1.06640, -2.38039, 2.13120)
H (-0.21608, 2.23328, -3.53105)
H (2.36547, -1.52629, 1.50168)
H (1.20401, -1.98508, -1.02290)
H (0.41094, -3.37796, -0.11354)
H (-0.38672, 1.34096, -1.45733)
H (2.08711, 0.61325, 0.25128)
H (-2.12657, 3.30050, 1.26540)

---

The least stable of them is version B.

---

Version A
Entry from the OMol25 dataset: the molecule C5H10S (the ωB97M-V functional and the def2-TZVPD basis).

SMILES: CC(C)CC=S
Highest occupied orbital energy in hartree: -0.3167
E_LUMO in eV: -0.145
Orbital gap in eV: 8.474

Element x y z (Å)
S (2.26791, -1.84813, 1.63367)
C (0.70609, -1.51835, 1.41915)
C (0.09568, 1.79169, -0.35784)
C (0.10955, -0.22759, 1.04239)
C (-0.95135, -0.49856, -1.30884)
C (0.17917, 0.21328, -0.44581)
H (0.43557, 0.56675, 1.68998)
H (-0.93205, -0.09960, -2.36940)
H (-0.65253, -1.53904, -1.25541)
H (-0.91837, -0.45201, 1.36456)
H (-0.64878, 2.12422, 0.37892)
H (1.12675, 2.05926, -0.01081)
H (1.16931, -0.09261, -0.95152)
H (-1.91352, -0.28734, -0.86334)
H (-0.12676, 2.20903, -1.38127)
H (0.05332, -2.40097, 1.41557)

---

Version B
Entry from the OMol25 dataset: the molecule C5H10S (the ωB97M-V functional and the def2-TZVPD basis).

SMILES: C=C(CC)SC
Highest occupied orbital energy in hartree: -0.3052
E_LUMO in eV: 0.808
Orbital gap in eV: 9.113

Element x y z (Å)
S (-1.10627, -0.60055, -0.53012)
C (1.33186, -1.59622, 0.13797)
C (0.53188, -0.56868, 0.08580)
C (0.92310, 1.63964, -0.56803)
C (-1.73959, 0.65168, 0.75233)
C (1.33628, 0.69033, 0.44681)
H (-2.87528, 0.50068, 0.92016)
H (2.14227, -1.79258, 0.95115)
H (0.96832, 0.96943, 1.35864)
H (0.99494, 1.34405, -1.56801)
H (1.74711, 2.54600, -0.62515)
H (2.26136, 0.11597, 0.68268)
H (-1.32392, 0.05829, 1.68259)
H (1.03687, -2.68661, -0.20828)
H (-1.28893, 1.71140, 0.44577)
H (-0.26348, 1.94159, -0.28693)

---

Version C
Entry from the OMol25 dataset: the molecule C5H10S (the ωB97M-V functional and the def2-TZVPD basis).

SMILES: C=C(C)CCS
Highest occupied orbital energy in hartree: -0.3335
E_LUMO in eV: 0.941
Orbital gap in eV: 10.016

Element x y z (Å)
S (0.10530, 1.22533, -2.28701)
C (-0.24309, 0.98252, -0.47609)
C (-0.01868, -0.96610, 1.34520)
C (0.17715, -0.12298, 2.59355)
C (0.42431, -0.37743, -0.03696)
C (-0.46086, -2.20846, 1.39903)
H (-0.47302, 0.74635, 2.57380)
H (0.05072, -1.12374, -0.73493)
H (-0.60685, -2.88582, 0.49653)
H (0.11382, 1.81575, 0.08205)
H (0.04563, -0.80397, 3.51204)
H (-0.86536, -2.52795, 2.37033)
H (-1.32936, 1.07969, -0.32343)
H (-0.61432, 0.26708, -2.87849)
H (1.18736, 0.33708, 2.64846)
H (1.53353, -0.35514, -0.10266)

---

Version D
Entry from the OMol25 dataset: a cluster of 2 separate species, C5H10S in total (the ωB97M-V functional and the def2-TZVPD basis).

Highest occupied orbital energy (alpha / beta) in hartree: -0.3091 / -0.2448
E_LUMO (alpha / beta) in eV: 0.723 / 0.077
Orbital gap (alpha / beta) in eV: 9.134 / 6.738

Element x y z (Å)
S (-1.09368, -1.97864, -0.49174)
C (-1.77710, 0.62763, -0.57022)
C (-0.49495, -0.06350, 1.56909)
C (-1.04373, -0.40100, 0.24788)
C (1.85915, 0.29163, -1.06499)
C (2.28593, -0.80387, -0.60001)
H (-0.67268, 1.01293, 1.79322)
H (0.49604, -0.21089, 1.72699)
H (2.93023, -1.48733, -1.27723)
H (2.41498, -1.30513, 0.43121)
H (-0.92809, -0.68592, 2.36439)
H (1.33022, 1.23628, -0.87856)
H (-1.36938, 1.57565, -0.63607)
H (-2.06833, -1.72579, -1.24740)
H (-2.77859, 0.83388, -0.03344)
H (-1.92034, 0.34832, -1.62987)

---

The least stable of them is version D.